Here is BCdH16O10P as an isolated structure in a non-equilibrium geometry from OMol25. Energies are from wB97M-V/def2-TZVPD.

Element x y z (Å)
Cd (0.1553, -0.2152, 0.3300)
P (0.6899, 1.9855, -0.9424)
O (-0.0231, 3.3223, -0.7083)
O (1.8476, 2.3809, -1.9105)
O (-0.2282, 0.8372, -1.3653)
O (1.1798, 1.4054, 0.4114)
B (-1.3271, -2.0414, -0.0572)
H (-1.2665, -3.0846, -0.3260)
H (-2.3586, -1.7360, 0.0259)
H (-0.8486, -1.8205, 0.8843)
H (-0.8046, -1.4611, -0.8018)
O (-2.8179, 0.4596, -1.4349)
H (-1.8911, 0.6701, -1.3209)
H (-2.9307, -0.3783, -0.9860)
O (1.1534, -0.7310, 2.1144)
H (2.0127, -1.0819, 2.3483)
H (0.6300, -0.8279, 2.9099)
O (1.6166, 2.2307, 2.7603)
H (1.4006, 1.8580, 1.9055)
H (2.5354, 1.9998, 2.8975)
O (1.7678, -1.1541, -0.6695)
H (1.4764, -1.8096, -1.3032)
H (2.7235, -1.1879, -0.7116)
O (-1.2768, 0.6546, 1.5407)
H (-2.2131, 0.6020, 1.3488)
H (-1.2229, 1.2001, 2.3254)
O (0.1671, -0.5591, -3.4185)
H (0.0252, -0.0805, -2.6017)
H (-0.1719, -1.4371, -3.2442)

total charge	-2

These are the Mulliken partial charges, in e, on atoms 1 to 5: number 1, Cd, carries 0.662; number 2, P, carries 0.772; number 3, O, carries -0.938; number 4, O, carries -0.954; number 5, O, carries -1.033


Here is C17H23FN8O5Zr as an isolated structure from OMol25. Energies are from wB97M-V/def2-TZVPD.

Element x y z (Å)
Zr (-1.7897, -2.8995, -3.0960)
N (-4.0608, -3.4785, -2.2452)
N (-4.4086, -4.8536, -2.3410)
C (-3.4945, -5.7093, -2.8310)
N (-3.6981, -6.9864, -2.9770)
N (-2.3596, -5.0273, -3.1450)
N (-1.2339, -5.5103, -3.7268)
O (-0.9903, -6.6212, -3.9997)
O (-0.4821, -4.4873, -3.9175)
H (-4.1519, -3.1953, -1.2656)
H (-4.7512, -2.9321, -2.7698)
H (-5.3385, -5.1394, -2.0547)
H (-4.5814, -7.4208, -2.7302)
H (-2.9805, -7.5961, -3.3548)
C (-0.7107, 4.3372, -0.7227)
C (0.2721, 3.5270, -1.5463)
N (-0.0236, 2.0592, -1.4840)
C (-0.7009, 1.5359, -2.5022)
C (-1.0269, 0.1982, -2.5281)
C (-1.6679, -0.6288, -3.5847)
O (-2.8535, -1.0826, -3.4029)
O (-0.9126, -1.3721, -4.2924)
C (-0.6367, -0.6375, -1.4754)
O (-0.9427, -1.9665, -1.5707)
C (0.0650, -0.1024, -0.3908)
C (0.5007, -0.8723, 0.7104)
C (1.2120, -0.2994, 1.7077)
F (1.6184, -1.0876, 2.6999)
C (1.5808, 1.0943, 1.7271)
C (1.1097, 1.8503, 0.6486)
C (0.3831, 1.2873, -0.4057)
N (2.3418, 1.6291, 2.7260)
C (2.7395, 0.8881, 3.9445)
C (3.4779, 1.7932, 4.9248)
N (2.7797, 3.1172, 5.0310)
C (2.7657, 3.8561, 3.7027)
C (3.0748, 2.8854, 2.5679)
H (-0.4497, 5.3919, -0.8019)
H (-0.7045, 4.0612, 0.3314)
H (-1.7263, 4.2210, -1.1001)
H (1.3098, 3.6576, -1.2477)
H (0.2189, 3.8000, -2.5977)
H (-0.9694, 2.2103, -3.3042)
H (0.3000, -1.9329, 0.7659)
H (1.2941, 2.9091, 0.6271)
H (3.4055, 0.0555, 3.7155)
H (1.8506, 0.4844, 4.4269)
H (4.5047, 1.9982, 4.6301)
H (3.4959, 1.3310, 5.9099)
H (3.2329, 3.6924, 5.7461)
H (1.8224, 2.9705, 5.3581)
H (3.5179, 4.6410, 3.7492)
H (1.7844, 4.3139, 3.6030)
H (4.1452, 2.6694, 2.5293)
H (2.8433, 3.3731, 1.6288)

total charge	+4
ΔE to the lowest compared entry with this formula, charge and spin	0.0	kcal per mole

These are the Mulliken partial charges, in e, on atoms 1 to 5: number 1, Zr, carries 1.888; number 2, N, carries -0.607; number 3, N, carries -0.140; number 4, C, carries 0.691; number 5, N, carries -0.268


Here is a 2-piece molecular cluster, C5H12S overall from OMol25. Energies are from wB97M-V/def2-TZVPD.

Element x y z (Å)
C (-0.3012, -0.3712, 2.3144)
C (-0.0061, 0.6745, 1.2460)
S (-1.5339, 1.1140, 0.3796)
C (-0.8544, 2.3227, -0.7700)
H (0.6275, -0.6415, 2.8445)
H (-1.0243, 0.0210, 3.0492)
H (-0.7232, -1.2820, 1.8572)
H (0.7241, 0.2885, 0.5089)
H (0.4237, 1.5888, 1.6985)
H (-0.3961, 3.1731, -0.2376)
H (-1.6810, 2.7024, -1.3939)
H (-0.0950, 1.8701, -1.4296)
C (0.4319, -1.5131, -2.0611)
C (1.1814, -2.3070, -1.2946)
H (0.6529, -1.3802, -3.1263)
H (-0.4263, -0.9713, -1.6474)
H (2.0396, -2.8489, -1.7083)
H (0.9603, -2.4400, -0.2294)

structure (SMILES)	CCSC.C=C
ΔE to the lowest compared entry with this formula, charge and spin	20.2	kcal per mole

These are the Mulliken partial charges, in e, on atoms 1 to 5: number 1, C, carries -1.266; number 2, C, carries -0.266; number 3, S, carries -0.114; number 4, C, carries -0.772; number 5, H, carries 0.336


Here is C22H27N3O3 in the gas phase from OMol25. Energies are from wB97M-V/def2-TZVPD.

Element x y z (Å)
O (1.5427, 2.4036, 0.7757)
C (0.7859, 2.2350, -0.1645)
C (1.3637, 1.7534, -1.5037)
N (2.0730, 0.5205, -1.2492)
C (1.4270, -0.6111, -0.8073)
O (0.2280, -0.7274, -0.7584)
C (2.4767, -1.6228, -0.4157)
C (2.5083, -1.8201, 1.1127)
C (3.5301, -2.9241, 1.4098)
C (4.8815, -2.2415, 1.1088)
C (4.4712, -0.8273, 0.6806)
C (3.2594, -0.5716, 1.5772)
C (3.8172, -0.9376, -0.7104)
C (3.4533, 0.4268, -1.2511)
O (4.1893, 1.2960, -1.6327)
N (-0.5333, 2.4812, -0.0929)
C (-1.5248, 2.0577, -1.0661)
C (-2.8788, 1.8724, -0.3727)
N (-2.6320, 1.1648, 0.8618)
C (-3.7690, 0.4423, 1.3854)
C (-4.1442, -0.7051, 0.4840)
C (-5.4726, -1.0636, 0.3033)
C (-5.8072, -2.1342, -0.5083)
C (-4.8150, -2.8519, -1.1530)
C (-3.4877, -2.4953, -0.9803)
C (-3.1512, -1.4308, -0.1642)
C (-1.9726, 2.0061, 1.8414)
C (-1.0730, 3.0268, 1.1351)
H (0.6167, 1.6056, -2.2819)
H (2.1119, 2.4819, -1.8311)
H (2.3062, -2.5629, -0.9419)
H (1.5221, -1.9899, 1.5400)
H (3.3649, -3.8085, 0.7956)
H (3.4654, -3.2256, 2.4549)
H (5.4426, -2.7564, 0.3299)
H (5.5076, -2.1986, 1.9996)
H (5.2722, -0.0925, 0.7167)
H (3.5106, -0.6082, 2.6355)
H (2.7458, 0.3655, 1.3689)
H (4.4610, -1.4582, -1.4206)
H (-1.6076, 2.7886, -1.8806)
H (-1.2329, 1.0841, -1.4644)
H (-3.5181, 1.2598, -1.0104)
H (-3.3859, 2.8410, -0.2145)
H (-3.4754, 0.0381, 2.3609)
H (-4.6441, 1.0995, 1.5486)
H (-6.2517, -0.5034, 0.8022)
H (-6.8449, -2.4052, -0.6396)
H (-5.0765, -3.6854, -1.7888)
H (-2.7083, -3.0495, -1.4823)
H (-2.1187, -1.1465, -0.0343)
H (-1.3725, 1.3576, 2.4873)
H (-2.6939, 2.5532, 2.4755)
H (-1.6392, 3.9308, 0.8873)
H (-0.2341, 3.3026, 1.7749)

structure (SMILES)	O=C(CN1C(=O)[C@@H]2[C@H]3CC[C@H](C3)[C@@H]2C1=O)N1CCN(Cc2ccccc2)CC1
ΔE to the lowest compared entry with this formula, charge and spin	32.1	kcal per mole

These are the Mulliken partial charges, in e, on atoms 1 to 5: number 1, O, carries -0.722; number 2, C, carries 0.706; number 3, C, carries -1.083; number 4, N, carries 0.185; number 5, C, carries -0.323


Here is a 9-piece molecular cluster, C57H75N8O7P overall in a non-equilibrium geometry from OMol25. Energies are from wB97M-V/def2-TZVPD.

Element x y z (Å)
C (1.4286, 3.1972, 0.5023)
C (0.7674, 2.0743, 0.2040)
C (0.9193, 1.3343, -1.1053)
C (1.0097, -0.1453, -0.8173)
C (-0.1755, -0.8657, -0.7493)
C (-0.2150, -2.2271, -0.4401)
C (-1.5724, -2.8849, -0.3303)
C (-2.3454, -2.2301, 0.8513)
C (-3.5795, -1.4193, 0.4050)
P (-3.5428, 0.3122, 0.9329)
O (-3.0165, 1.1255, -0.1804)
O (-5.0489, 0.6224, 1.3364)
C (-5.4079, 1.8078, 2.1000)
C (-4.4995, 3.0134, 1.9545)
O (-2.5583, 0.4812, 2.1845)
C (-2.9596, 0.1766, 3.5303)
C (-3.6036, -1.1811, 3.7544)
C (0.9724, -2.9099, -0.2297)
C (2.1675, -2.2118, -0.2996)
C (2.2058, -0.8445, -0.5824)
C (3.5395, -0.1728, -0.5993)
O (3.7673, 0.8437, -1.2197)
C (4.6491, -0.8203, 0.1637)
C (5.7737, 0.0771, 0.6033)
O (5.2263, 1.2107, 1.2555)
C (5.5951, 2.4526, 0.6780)
C (4.6117, -2.1339, 0.4109)
O (5.6129, -2.7905, 1.0461)
C (5.2711, -3.2205, 2.3767)
C (6.1857, -2.5606, 3.4166)
C (5.4259, -1.5891, 4.3350)
C (3.4419, -2.9449, -0.0427)
O (3.5233, -4.1427, -0.1923)
H (1.7052, 3.9207, -0.2575)
H (1.7170, 3.4175, 1.5242)
H (0.0462, 1.6804, 0.9171)
H (0.0043, 1.4828, -1.6919)
H (1.7626, 1.7050, -1.6710)
H (-1.1049, -0.3345, -0.9335)
H (-1.4073, -3.9341, -0.0865)
H (-2.1167, -2.7781, -1.2663)
H (-2.6868, -3.0418, 1.4951)
H (-1.6417, -1.6502, 1.4424)
H (-4.5089, -1.8933, 0.7255)
H (-3.6234, -1.3816, -0.6821)
H (-6.4044, 2.0770, 1.7500)
H (-5.5314, 1.5104, 3.1417)
H (-4.2105, 3.2041, 0.9251)
H (-3.6350, 2.9509, 2.6140)
H (-5.0783, 3.8744, 2.2993)
H (-3.5937, 0.9674, 3.9350)
H (-2.0427, 0.2142, 4.1184)
H (-3.8962, -1.2215, 4.8061)
H (-2.8741, -1.9788, 3.6232)
H (-4.4924, -1.3520, 3.1493)
H (0.9677, -3.9701, -0.0149)
H (6.3572, -0.4691, 1.3457)
H (6.4164, 0.3520, -0.2354)
H (6.5926, 2.7464, 1.0191)
H (5.5578, 2.4064, -0.4105)
H (4.8807, 3.2060, 1.0052)
H (5.3947, -4.3026, 2.4208)
H (4.2251, -2.9992, 2.5945)
H (6.6354, -3.3373, 4.0348)
H (6.9824, -2.0228, 2.9063)
H (5.8982, -1.4969, 5.3130)
H (5.4063, -0.5914, 3.8920)
H (4.3942, -1.8993, 4.5014)
C (-9.0219, 3.2029, 4.5770)
C (-9.1330, 3.2376, 3.1591)
C (-8.3548, 4.2717, 2.7130)
N (-7.7795, 4.8642, 3.8050)
C (-8.1771, 4.2171, 4.9444)
H (-9.5053, 2.5124, 5.2478)
H (-9.7180, 2.5819, 2.5381)
H (-8.1650, 4.6341, 1.7170)
H (-7.1612, 5.6537, 3.7748)
H (-7.8277, 4.5319, 5.9127)
C (-13.4933, 4.0350, 4.2313)
C (-14.4792, 4.9638, 4.6666)
C (-13.8219, 6.0906, 5.0811)
N (-12.4801, 5.8760, 4.9150)
C (-12.2698, 4.6284, 4.3955)
H (-13.6645, 3.0453, 3.8418)
H (-15.5466, 4.8201, 4.6735)
H (-14.1916, 7.0205, 5.4776)
H (-11.7575, 6.5334, 5.1405)
H (-11.2743, 4.2749, 4.1893)
C (-2.6582, -6.7460, 3.6263)
C (-3.1781, -6.1225, 2.4589)
C (-4.1605, -5.2586, 2.8630)
N (-4.2560, -5.3372, 4.2253)
C (-3.3427, -6.2398, 4.6983)
H (-1.8730, -7.4814, 3.6718)
H (-2.8663, -6.2906, 1.4415)
H (-4.7985, -4.5975, 2.3007)
H (-4.8983, -4.8145, 4.7909)
H (-3.2585, -6.4442, 5.7517)
C (9.8745, 2.4393, 2.1282)
C (9.7036, 2.4826, 0.7172)
C (10.5092, 3.4799, 0.2379)
N (11.1576, 4.0411, 1.3036)
C (10.7792, 3.4124, 2.4583)
H (9.3893, 1.7705, 2.8193)
H (9.0627, 1.8523, 0.1236)
H (10.6751, 3.8356, -0.7643)
H (11.8109, 4.7996, 1.2468)
H (11.1837, 3.7093, 3.4104)
C (2.2695, -2.1401, -6.0358)
C (3.5219, -1.8488, -5.4260)
C (3.2756, -1.5687, -4.1085)
N (1.9300, -1.6785, -3.9010)
C (1.3086, -2.0281, -5.0651)
H (2.0882, -2.4006, -7.0667)
H (4.4905, -1.8424, -5.8982)
H (3.9418, -1.3005, -3.3063)
H (1.4683, -1.5222, -3.0205)
H (0.2418, -2.1656, -5.1057)
C (7.1900, -2.7516, -9.0777)
C (7.2867, -3.9917, -8.3868)
C (6.0496, -4.2630, -7.8652)
N (5.2151, -3.2377, -8.2121)
C (5.8981, -2.3134, -8.9515)
H (7.9777, -2.2410, -9.6078)
H (8.1620, -4.6114, -8.2853)
H (5.6943, -5.0928, -7.2792)
H (4.2463, -3.1721, -7.9566)
H (5.4112, -1.4279, -9.3220)
C (10.4894, 1.4778, -7.7567)
C (11.6256, 0.6418, -7.9331)
C (11.1902, -0.6552, -7.8661)
N (9.8398, -0.6342, -7.6541)
C (9.4038, 0.6593, -7.5893)
H (10.4717, 2.5547, -7.7543)
H (12.6434, 0.9567, -8.0914)
H (11.7240, -1.5861, -7.9508)
H (9.2532, -1.4453, -7.5614)
H (8.3635, 0.8853, -7.4302)
C (-9.0373, 0.8094, 0.4954)
C (-10.3372, 1.0552, -0.0282)
C (-10.2323, 1.0432, -1.3940)
N (-8.9217, 0.8089, -1.7133)
C (-8.1905, 0.6636, -0.5676)
H (-8.7502, 0.7493, 1.5317)
H (-11.2427, 1.2218, 0.5315)
H (-10.9738, 1.1850, -2.1611)
H (-8.5534, 0.7559, -2.6445)
H (-7.1310, 0.4700, -0.5983)

structure (SMILES)	C=CCc1cc(CCCP(=O)(OCC)OCC)cc2c1C(=O)C(COC)=C(OCCC)C2=O.c1cc[nH]c1.c1cc[nH]c1.c1cc[nH]c1.c1cc[nH]c1.c1cc[nH]c1.c1cc[nH]c1.c1cc[nH]c1.c1cc[nH]c1

These are the Mulliken partial charges, in e, on atoms 1 to 5: number 1, C, carries -0.923; number 2, C, carries -0.119; number 3, C, carries -1.281; number 4, C, carries 0.471; number 5, C, carries -0.349


Here is a 2-piece molecular cluster, C22H29N3O overall in a non-equilibrium geometry from OMol25. Energies are from wB97M-V/def2-TZVPD.

Element x y z (Å)
C (5.4024, -0.7130, -1.9142)
H (5.0219, 0.3016, -1.3502)
H (5.1038, -1.4528, -1.2424)
H (6.4785, -0.5121, -2.1505)
C (4.7535, -0.6507, -3.2489)
C (3.2742, -1.0893, -2.9908)
C (2.7053, -2.3761, -3.3096)
C (1.1689, -2.3337, -3.1790)
C (0.4177, -1.3789, -2.5786)
C (1.0757, -0.2221, -2.0771)
C (2.2656, -0.1661, -2.5109)
H (2.8207, 0.8930, -2.2518)
H (0.6417, 0.6957, -1.5771)
N (-1.0155, -1.7147, -2.3332)
H (-1.1958, -2.5152, -2.4375)
C (-1.6936, -1.0000, -1.4520)
C (-1.3365, -1.0793, 0.1589)
N (-2.2711, -0.3481, 0.8743)
C (-2.0118, 0.9090, 1.4315)
O (-0.6900, 1.0103, 1.3511)
C (-2.8429, 1.7922, 2.0956)
H (-3.5564, 1.9617, 1.3740)
C (-2.2202, 2.7351, 2.9099)
C (-1.3456, 2.0289, 4.0747)
N (-2.2310, 1.6737, 4.7789)
C (-1.4930, 0.9685, 6.0200)
C (0.0860, 1.1162, 6.2658)
C (0.5121, 1.7893, 5.2142)
C (0.1031, 2.2788, 4.1977)
H (0.5838, 2.9201, 3.5388)
H (1.6353, 1.9238, 5.3260)
H (0.4276, 0.6904, 6.9579)
H (-2.1033, 0.3506, 6.6572)
H (-2.7552, 3.5695, 3.3748)
H (-1.3835, 3.3663, 2.2813)
H (-3.6058, 1.0305, 2.8411)
C (-3.7762, -0.4600, 0.6201)
H (-3.8459, -1.9312, 1.0182)
C (-4.1695, -0.4345, -0.8191)
C (-3.2797, -1.3749, -1.8270)
H (-3.3565, -2.3837, -1.3649)
H (-3.4486, -1.2986, -2.8097)
H (-3.9576, 0.6172, -1.0817)
H (-5.0377, -0.6868, -0.8974)
H (-4.3746, -0.0196, 1.1931)
H (-1.6297, -2.0709, 0.4485)
H (-0.3790, -0.7827, 0.3909)
H (-1.5494, 0.2290, -1.5071)
H (0.6141, -3.2897, -3.4480)
H (3.1146, -3.1251, -3.9541)
C (4.7878, 0.3688, -4.2541)
H (5.8477, 0.4736, -4.5025)
H (4.3530, 1.3841, -3.6900)
H (4.3358, 0.1380, -5.0265)
H (5.0247, -1.8060, -3.6084)

ΔE to the lowest compared entry with this formula, charge and spin	449.7	kcal per mole

These are the Mulliken partial charges, in e, on atoms 1 to 5: number 1, C, carries -1.187; number 2, H, carries 0.207; number 3, H, carries 0.413; number 4, H, carries 0.328; number 5, C, carries 0.473


What did we get for E_tot? Answer: -1295.8883 -1621.3840 -595.8498 -1244.5841 -3522.9974 -1094.5380 hartree, in the order shown.